[1]
Here is a 7-piece molecular cluster, C24H38O15S2 overall at a distorted geometry from the OMol25 dataset. Energies are from wB97M-V/def2-TZVPD.

For the electronic energy, the calculation gives -2862.30033 Eh. As for the HOMO energy: -8.59 eV.

Last column: Löwdin charge in e.
Geometry (Å):
S1 3.567976 4.397773 -4.026504  0.8945
S2 4.222862 2.366436 -2.105618  0.7869
O1 -0.228019 -2.928364 -1.833909  0.1107
O2 -0.605813 -3.809023 6.531127  0.0030
O3 0.537001 4.509214 -6.257954  0.0233
O4 1.315148 0.483942 4.759357  0.1121
O5 -2.503385 -3.274711 5.462646  0.1224
O6 4.622415 5.081902 -3.235754  -0.4622
O7 2.723302 4.284117 -6.703327  0.0562
O8 -3.044730 0.437612 -5.239818  0.1036
O9 2.464022 1.746477 0.439647  0.0640
O10 3.370050 2.810275 -3.502464  -0.8106
O11 2.141870 5.070085 -3.441071  -0.2713
O12 1.556334 3.668566 1.162238  0.0323
O13 1.268613 -0.504644 2.750535  0.0250
O14 -0.979103 0.005347 -4.465050  0.0213
O15 -2.395350 -2.642335 -1.328597  0.0165
C1 2.922585 2.521204 2.689554  -0.0710
C2 -2.274682 0.365282 -4.324239  -0.5024
C3 -0.318625 2.681907 -7.461046  -0.1500
C4 -2.458905 -3.294824 7.883681  -0.0730
C5 -1.906591 -3.432834 6.486174  -0.4960
C6 -2.591017 0.614811 -2.868706  -0.0742
C7 1.607756 3.851553 -6.757435  -0.5011
C8 -1.353755 -3.333358 -1.850909  -0.4837
C9 -3.593386 -3.435374 -1.408061  -0.1509
C10 -0.631274 3.678989 -6.361634  -0.1471
C11 0.908722 -1.797973 2.233443  -0.1388
C12 1.091996 -2.753698 3.397689  -0.1438
C13 -0.354525 -0.088938 -3.163667  -0.1318
C14 -3.330937 -4.441112 -2.513078  -0.1530
C15 -0.208214 -4.016689 7.897811  -0.1503
C16 1.186072 2.514574 -7.315502  -0.0672
C17 -1.206498 0.774492 -2.254851  -0.1416
C18 0.756494 -1.870687 4.590143  -0.0798
C19 1.151813 -0.501736 4.096016  -0.4777
C20 2.076130 3.530498 3.447621  -0.1529
C21 1.654407 4.482784 2.344033  -0.1526
C22 -1.193305 -3.212693 8.725504  -0.1545
C23 -1.828116 -4.657266 -2.397278  -0.0699
C24 2.307311 2.554064 1.314275  -0.4869
H1 -0.311864 -1.872603 4.808658  0.1163
H2 1.675437 2.319040 -8.266011  0.1267
H3 2.852587 1.527414 3.120834  0.0984
H4 -0.350825 -1.136280 -2.852953  0.0892
H5 -0.549296 3.120045 -8.434886  0.1187
H6 2.317489 6.009849 -3.519343  0.0481
H7 -4.440920 -2.788526 -1.627785  0.1253
H8 -1.580481 -5.441832 -1.680013  0.1342
H9 -0.795340 3.193877 -5.395850  0.1228
H10 -0.126814 -1.756894 1.887639  0.1299
H11 -1.496597 4.294948 -6.599225  0.1262
H12 -0.889595 1.817738 -2.329258  0.1187
H13 0.673233 0.266034 -3.225864  0.1298
H14 -3.756950 -3.913666 -0.439232  0.1287
H15 -0.257665 -5.086752 8.114385  0.1281
H16 -0.862014 -2.174082 8.789048  0.1215
H17 1.550864 -2.040564 1.389251  0.1304
H18 0.474935 -3.647773 3.322531  0.1193
H19 1.325709 -2.144555 5.473846  0.1228
H20 1.199790 3.030827 3.863836  0.1105
H21 -3.115988 -0.254723 -2.468973  0.1150
H22 -1.367967 -4.866073 -3.359361  0.1295
H23 3.477819 2.821792 -1.053353  -0.1330
H24 1.438988 1.737470 -6.591026  0.1339
H25 -3.195859 1.510742 -2.752383  0.1251
H26 -3.069644 -2.400425 7.972050  0.1282
H27 -3.049894 -4.182264 8.116869  0.1341
H28 -1.310171 -3.589572 9.740426  0.1177
H29 2.136149 -3.069749 3.456834  0.1210
H30 0.690234 4.947722 2.541819  0.1236
H31 -3.918953 -5.352156 -2.413598  0.1178
H32 -0.878683 1.752037 -7.370263  0.1156
H33 3.966688 2.834303 2.616010  0.1362
H34 2.393782 5.267679 2.164047  0.1268
H35 -3.563935 -3.995196 -3.482341  0.1218
H36 2.600284 4.023425 4.265305  0.1189
H37 0.817851 -3.677857 8.031186  0.1253
H38 -1.149035 0.480954 -1.207876  0.1190

Atoms 1-3, force components in eV/Å:
1.359 1.330 1.063
0.168 -0.256 0.125
-0.071 0.088 0.196

=====

[2]
Here is C24H38OOsP as an isolated structure at a distorted geometry from the OMol25 dataset. Energies are from wB97M-V/def2-TZVPD.

For the electronic energy, the calculation gives -1444.05910 Eh. The total charge is +1. As for the HOMO energy (alpha / beta): -9.45 / -10.98 eV. The calculation puts the relative energy (zero: lowest compared OMol25 entry of this formula, charge and spin) at 524.6 kJ/mol. Its spin multiplicity is 5.

Last column: Löwdin charge in e.
Geometry (Å):
Os1 -0.388553 -0.600335 0.040466  1.4435
P1 0.198798 0.923223 3.374348  0.5792
O1 0.648869 0.639564 1.942466  -0.4388
C1 -0.842916 -3.529633 1.238815  -0.0193
C2 -3.714179 0.813174 -0.959264  -0.1354
C3 3.059166 -0.682472 -0.463607  -0.0203
C4 0.843890 -1.572964 -1.525190  -0.2992
C5 -0.343268 -0.583041 4.199271  -0.1583
C6 1.962970 -2.249111 1.995095  -0.0124
C7 3.292380 2.581161 -2.042047  -0.1225
C8 -3.108727 0.136372 -2.254742  -0.0695
C9 2.332290 2.000044 -1.241072  0.0523
C10 1.730562 2.984124 -3.969356  -0.0996
C11 -2.357886 -0.853500 0.477423  -0.3057
C12 1.122253 -1.210155 -2.954331  -0.0060
C13 1.495423 1.637157 4.406804  -0.1589
C14 1.000623 2.261526 -1.781704  -0.1009
C15 -0.235055 -2.403832 -1.056531  -0.3419
C16 -1.159430 2.098984 3.373976  -0.1628
C17 -1.297525 -3.059275 -1.889134  -0.0071
C18 1.722783 -1.336790 -0.420065  -0.2899
C19 -3.523677 2.368482 -1.177628  -0.0726
C20 -0.024792 -2.644668 0.353339  -0.3684
C21 1.214358 -2.022706 0.723160  -0.3090
C22 -2.799572 0.490506 0.116550  -0.2189
C23 3.011042 3.043899 -3.370498  -0.0683
C24 0.746108 2.565154 -3.148637  -0.1407
H1 2.707180 -3.049495 1.864689  0.1095
H2 -1.380260 2.410869 4.402705  0.0670
H3 -2.383939 1.295716 0.757406  0.0658
H4 -2.281459 -2.935122 -1.428710  0.0693
H5 0.186729 -1.125586 -3.515408  0.0812
H6 3.897564 3.484155 -3.827967  0.1028
H7 0.523184 -1.221113 4.416132  0.0557
H8 -3.587434 -0.655105 -2.824169  0.0752
H9 -2.241553 -1.049812 1.554660  0.0536
H10 -0.802297 -3.178781 2.277166  0.0745
H11 -1.093624 -4.136915 -1.957728  0.1062
H12 1.599724 3.320915 -5.029649  0.1283
H13 1.072019 1.947492 5.372108  0.0680
H14 -3.100873 2.528500 -2.161430  0.0508
H15 2.284977 0.897783 4.590025  0.0629
H16 -2.046894 1.634245 2.927874  0.0475
H17 -0.864382 2.972773 2.778521  0.0726
H18 -2.895850 0.918509 -2.983744  0.0606
H19 1.749126 -1.977614 -3.434701  0.1055
H20 3.139461 -0.036994 -1.336260  0.0462
H21 -2.722420 2.680747 -0.512840  0.0502
H22 1.925411 2.513555 3.907139  0.0687
H23 1.277123 -2.550466 2.788878  0.0622
H24 1.653132 -0.255203 -2.997731  0.0671
H25 4.310394 2.733793 -1.674994  0.1053
H26 -0.846422 -0.326365 5.140431  0.0709
H27 -1.041785 -1.126541 3.549642  0.0399
H28 -2.794791 -1.710134 -0.052975  0.0617
H29 2.493159 -1.338850 2.295706  0.0793
H30 -0.017638 2.208364 -1.392658  0.0633
H31 3.182322 -0.041191 0.414650  0.0872
H32 -2.124899 -0.221611 -1.954952  0.0175
H33 -0.289810 2.624233 -3.579919  0.1218
H34 -4.304714 3.107389 -1.075366  0.0700
H35 -1.321412 -2.623987 -2.892851  0.0838
H36 -1.884778 -3.544566 0.908602  0.0816
H37 3.873737 -1.422455 -0.491842  0.1131
H38 -0.433921 -4.546003 1.191675  0.1044

Atoms 1-3, force components in eV/Å:
1.273 4.030 -0.200
0.095 -0.082 -0.754
-0.605 -0.235 -0.233

=====

[3]
Here is C24H39AsCsF6N3O6S3 as an isolated structure at a distorted geometry from the OMol25 dataset. Energies are from wB97M-V/def2-TZVPD.

For the electronic energy, the calculation gives -5603.28310 Eh. As for the HOMO energy: -7.88 eV. The calculation puts the relative energy (zero: lowest compared OMol25 entry of this formula, charge and spin) at 361.1 kJ/mol.

Last column: Löwdin charge in e.
Geometry (Å):
Cs1 -3.454212 2.120524 -4.009823  1.0876
As1 -1.658941 1.103655 -0.897588  0.9578
S1 2.012020 1.509742 3.417119  0.6732
S2 4.035445 0.544637 -4.501453  0.7043
S3 -1.456454 5.595355 1.966652  0.6280
F1 0.096431 0.912247 -1.390316  -0.2790
F2 -1.217961 2.145659 0.475352  -0.2465
F3 -1.710001 2.526559 -2.048377  -0.5001
F4 -2.084778 -0.104690 -2.197763  -0.3595
F5 -3.385816 1.316331 -0.619160  -0.2727
F6 -1.486954 -0.289413 0.315396  -0.2940
O1 -0.079516 5.921798 1.809967  -0.3155
O2 -2.268924 5.444815 0.811787  -0.3253
O3 3.031005 2.299701 4.100427  -0.3373
O4 0.712304 1.288119 4.014301  -0.3406
O5 4.124562 1.987819 -4.468145  -0.3414
O6 4.909976 -0.152320 -5.472100  -0.3593
N1 -4.423721 -2.673208 0.924938  0.0212
N2 0.670450 -3.322574 0.107393  0.0169
N3 -1.702946 -3.040759 -2.519190  0.0269
C1 -1.561265 4.064705 2.986686  -0.1798
C2 -2.298718 6.666720 3.171753  -0.2102
C3 2.450800 -1.082380 -3.430687  -0.2848
C4 -4.469392 -1.532549 0.145459  -0.1568
C5 -2.159010 5.988927 4.607353  -0.1896
C6 2.019833 -3.292511 1.895537  -0.1228
C7 -5.521448 -3.064035 -1.059937  -0.1081
C8 2.306743 -0.108055 -4.554725  -0.1945
C9 4.523803 -0.023378 -2.845796  -0.1867
C10 1.918274 1.944044 1.695630  -0.2186
C11 -2.335676 4.477360 4.317850  -0.2009
C12 0.791183 -2.826631 1.394445  -0.1170
C13 -0.761680 -3.538308 -3.446458  -0.0904
C14 3.349939 -0.071442 1.475942  -0.2047
C15 -4.988326 -1.757719 -1.140645  -0.1112
C16 -1.242121 -5.157258 -1.920931  -0.1171
C17 -0.554534 -4.868801 -3.040198  -0.1603
C18 2.817436 -0.130476 2.969469  -0.1785
C19 -5.164693 -3.612134 0.218393  -0.1321
C20 2.713734 -3.714078 0.775895  -0.1453
C21 3.272410 1.403876 1.062774  -0.1774
C22 3.140300 -0.451689 -2.265438  -0.2081
C23 1.844679 -3.920425 -0.309708  -0.1030
C24 -1.955138 -3.963276 -1.550359  -0.1323
H1 1.735710 0.806411 -4.394144  0.0995
H2 3.200012 1.480989 -0.022076  0.0925
H3 -6.100881 -3.547381 -1.832628  0.0848
H4 -5.058377 -4.625644 0.575997  0.0971
H5 2.098972 -0.533682 -5.536438  0.1067
H6 1.660184 3.000910 1.628416  0.1034
H7 2.487626 -3.109861 2.851680  0.0946
H8 -0.546995 3.794536 3.280570  0.0823
H9 1.983093 -0.821508 2.849316  0.0544
H10 -5.071594 -1.100994 -1.993969  0.0823
H11 -3.917967 -0.664046 0.474139  0.0731
H12 -0.449278 -3.001520 -4.330008  0.0951
H13 -0.189038 -3.428964 -0.412274  0.0826
H14 5.151800 0.735180 -2.378577  0.1003
H15 -2.063553 3.832021 5.153068  0.1088
H16 3.435007 -0.355591 3.838971  0.0962
H17 -2.766277 6.400227 5.413682  0.1085
H18 1.037381 1.425961 1.316522  0.0806
H19 -0.059247 -2.273136 1.764322  0.0998
H20 4.315077 -0.559759 1.341170  0.1121
H21 2.956816 -1.965431 -3.820916  0.1296
H22 -2.074367 3.310900 2.389524  0.0805
H23 0.048292 -5.598432 -3.560423  0.0983
H24 -1.110094 6.099274 4.882472  0.1042
H25 -3.413527 4.373414 4.193230  0.1017
H26 1.863677 -4.303749 -1.319216  0.0976
H27 1.489501 -1.484381 -3.110688  0.1046
H28 3.103263 -1.182863 -1.457908  0.1036
H29 -2.020945 7.711844 3.035150  0.0982
H30 3.770132 -3.932852 0.725159  0.0892
H31 -2.402386 -3.640821 -0.621708  0.1001
H32 -1.959712 -2.065665 -2.461239  0.0972
H33 -3.962612 -2.695248 1.823260  0.1517
H34 -1.274834 -6.080974 -1.362291  0.1011
H35 2.694526 -0.635096 0.811987  0.0780
H36 4.162143 1.870734 1.485286  0.1133
H37 5.287322 -0.753883 -3.113200  0.0966
H38 -3.340222 6.585140 2.860765  0.0890
H39 2.502270 0.369452 -1.938708  0.0965

Atoms 1-3, force components in eV/Å:
-0.301 -0.111 -0.197
2.422 -1.008 1.827
1.831 -1.752 -0.668

=====

Q: Look up the electronic energy of the third one.
A: -5603.28310 Eh